The following is a DFT calculation (the ωB97M-V functional and the def2-TZVPD basis) of an isolated molecule of C6H10N2 at a distorted geometry.

The geometry in XYZ format:
```
18
Properties=species:S:1:pos:R:3:nbo_charge:R:1
C -0.975 -0.450 -0.160 0.22
C -2.025 -1.460 0.191 -0.64
C 1.427 1.837 -0.352 -0.60
N -0.577 -0.466 -1.468 -0.81
C -0.249 0.168 0.849 -0.35
C 0.981 1.022 0.838 -0.26
C 1.511 -0.522 0.777 0.25
N 2.239 -1.411 0.658 -0.39
H -0.964 -1.165 -2.083 0.39
H 0.356 -0.153 -1.669 0.39
H -0.716 0.162 1.818 0.23
H 1.208 1.462 1.808 0.24
H -1.616 -2.480 0.162 0.22
H -2.426 -1.296 1.190 0.23
H -2.855 -1.373 -0.521 0.21
H 2.480 2.126 -0.249 0.23
H 1.400 1.273 -1.282 0.20
H 0.800 2.727 -0.507 0.22
```

E_HOMO	-7.4	eV
multiplicity	1
LUMO	0.879	eV
gap between HOMO and LUMO	0.305	Ha



The following is a DFT calculation (the ωB97M-V functional and the def2-TZVPD basis) of a structure of composition C3H5BrS at a distorted geometry.

The geometry in XYZ format:
```
10
Properties=species:S:1:pos:R:3:nbo_charge:R:1
C 0.966 1.704 -0.208 -0.86
C -0.961 -0.060 -0.103 -0.46
C -0.034 -1.343 0.052 -0.66
S -0.616 1.568 -0.021 0.80
Br -2.886 -0.349 -0.082 0.04
H 1.342 2.663 -0.058 0.23
H 1.543 0.771 0.001 0.22
H -0.595 -1.968 0.794 0.24
H 1.003 -1.145 0.495 0.22
H 0.238 -1.842 -0.870 0.23
```

E_HOMO (spin up / spin down)	-7.5 / -7.5	eV
multiplicity	1
LUMO (spin up / spin down)	0.085 / 0.092	eV
gap between HOMO and LUMO (spin up / spin down)	0.278 / 0.279	Ha



The following is a DFT calculation (the ωB97M-V functional and the def2-TZVPD basis) of a structure of composition C39H51N6O5P2S3Sb2Si3Ti at a distorted geometry.

The geometry in XYZ format:
```
112
Properties=species:S:1:pos:R:3:lowdin_charge:R:1
Ti -21.430 2.130 -4.931 0.13
S -24.933 -0.249 -3.870 -0.29
Sb -23.178 -0.650 -5.102 0.27
S -21.205 0.199 -3.801 -0.05
S -22.774 1.485 -6.634 -0.02
N -19.466 2.724 -7.933 -0.40
P -19.557 1.561 -6.718 0.88
C -19.507 -0.179 -7.486 -0.26
C -20.394 -0.553 -8.523 -0.12
C -20.545 -1.865 -8.902 -0.09
C -19.698 -2.808 -8.335 -0.07
C -18.824 -2.462 -7.274 -0.08
C -18.715 -1.170 -6.839 -0.08
C -17.929 1.675 -5.953 -0.36
C -17.676 1.182 -4.653 -0.13
C -16.444 1.069 -4.119 -0.10
C -15.375 1.705 -4.765 -0.09
C -15.573 2.340 -5.932 -0.08
C -16.856 2.300 -6.544 -0.06
P -20.108 4.283 -7.615 1.04
C -20.763 4.709 -9.262 -0.38
C -21.250 3.718 -10.098 -0.11
C -21.670 4.004 -11.408 -0.08
C -21.597 5.329 -11.828 -0.12
C -21.133 6.342 -10.990 -0.09
C -20.672 6.024 -9.709 -0.10
C -18.550 5.377 -7.767 -0.32
C -18.527 6.632 -7.130 -0.10
C -17.511 7.563 -7.402 -0.06
C -16.513 7.197 -8.298 -0.10
C -16.585 6.011 -8.967 -0.10
C -17.563 5.090 -8.704 -0.12
H -18.937 2.600 -8.752 0.04
H -20.999 0.171 -9.034 0.08
H -21.146 -2.040 -9.759 0.09
H -19.638 -3.847 -8.592 0.09
H -18.166 -3.211 -6.858 0.10
H -18.121 -0.872 -6.050 0.06
H -18.571 0.760 -4.050 0.08
H -16.355 0.639 -3.127 0.10
H -14.424 1.842 -4.168 0.13
H -14.839 2.932 -6.370 0.08
H -16.887 2.794 -7.485 0.07
H -21.449 2.770 -9.640 0.07
H -22.054 3.215 -12.127 0.12
H -21.916 5.516 -12.877 0.11
H -21.271 7.407 -11.305 0.11
H -20.425 6.821 -8.951 0.12
H -19.310 6.901 -6.471 0.08
H -17.458 8.546 -6.953 0.10
H -15.714 7.876 -8.612 0.11
H -15.882 5.753 -9.761 0.11
H -17.603 4.177 -9.208 0.08
O -21.065 7.945 -3.264 0.14
C -21.173 6.781 -3.529 -0.23
C -19.980 5.852 -3.968 -0.31
O -18.845 6.183 -4.121 0.06
C -20.623 4.543 -4.073 -0.34
C -22.026 4.618 -3.994 -0.27
O -22.699 3.505 -4.134 -0.14
C -22.477 5.986 -3.713 -0.28
O -23.598 6.420 -3.580 0.12
O -20.067 3.433 -4.421 -0.23
N -16.278 5.465 -3.326 0.16
N -15.085 6.026 -3.720 -0.29
N -14.323 6.673 -2.882 0.09
C -13.197 6.783 -3.605 -0.24
N -13.350 6.343 -4.874 -0.01
N -14.593 5.893 -4.952 0.05
H -16.475 5.939 -2.445 0.08
H -16.985 5.645 -4.006 0.05
H -12.316 7.120 -3.066 0.09
C -18.686 5.438 -1.033 -0.24
Si -18.438 3.809 -0.223 0.25
C -18.153 4.121 1.656 -0.18
C -16.754 3.198 -0.784 -0.23
Sb -20.411 2.393 -0.901 0.90
Si -22.223 3.256 0.738 0.26
C -23.695 2.155 0.648 -0.23
C -21.695 3.201 2.517 -0.22
C -22.793 4.954 0.254 -0.22
Si -19.849 0.356 0.564 0.28
C -21.633 -0.412 0.729 -0.23
C -19.007 0.576 2.181 -0.22
C -18.672 -0.683 -0.445 -0.25
H -17.898 6.096 -0.523 0.07
H -19.646 5.915 -0.777 0.04
H -18.567 5.443 -2.097 -0.02
H -17.435 4.887 1.862 0.02
H -17.654 3.311 1.970 -0.04
H -19.081 4.303 2.169 0.00
H -15.936 3.926 -0.501 0.06
H -16.684 3.094 -1.849 -0.01
H -16.503 2.215 -0.398 0.01
H -23.527 1.360 1.353 0.00
H -23.930 1.804 -0.393 0.06
H -24.553 2.754 0.890 0.02
H -21.050 4.009 2.787 0.00
H -21.146 2.275 2.628 -0.02
H -22.559 3.041 3.262 0.07
H -22.827 5.014 -0.891 0.05
H -22.280 5.810 0.645 0.02
H -23.816 5.038 0.612 0.02
H -22.344 -0.068 -0.038 0.01
H -22.077 -0.352 1.690 0.00
H -21.568 -1.524 0.622 0.03
H -19.439 1.396 2.738 0.00
H -17.991 0.913 1.862 0.04
H -18.874 -0.314 2.762 0.03
H -18.977 -0.808 -1.483 0.00
H -18.550 -1.633 0.068 0.02
H -17.617 -0.216 -0.491 0.05
```

E_HOMO	-5.3	eV
multiplicity	1
charge	-1
LUMO	1.642	eV
gap between HOMO and LUMO	0.253	Ha



The following is a DFT calculation (the ωB97M-V functional and the def2-TZVPD basis) of a cluster of 2 separate species, C3H11N2O in total at a distorted geometry.

The geometry in XYZ format:
```
17
Properties=species:S:1:pos:R:3:nbo_charge:R:1
C 0.609 -1.947 -0.866 -0.64
C -0.219 -1.725 0.418 -0.20
N -1.031 1.715 1.465 -0.70
C -1.040 0.414 1.308 0.40
N 0.000 -0.271 0.854 -0.52
H 0.607 -1.158 -1.471 0.21
H 1.717 -1.982 -0.533 0.21
H 0.592 -2.658 -1.589 0.26
H -1.237 -1.946 0.208 0.22
H 0.277 -2.164 1.188 0.22
H -0.311 2.319 1.203 0.43
H -1.795 2.279 1.892 0.44
H -1.885 -0.173 1.780 0.24
H 0.709 0.129 0.277 0.43
H 0.357 2.300 -2.508 0.48
H 1.776 2.356 -1.965 0.48
O 0.874 2.511 -1.661 -0.96
```

E_HOMO	-15.2	eV
multiplicity	1
charge	+1
LUMO	-3.592	eV
gap between HOMO and LUMO	0.426	Ha



How do the records compare in energy above the lowest of the compared OMol25 structures with the same formula, charge and spin? In the order shown, they have 61.75 58.49 36.26 47.40 kcal/mol.